1) 18
Properties=species:S:1:pos:R:3:nbo_charge:R:1 method="wB97M-V/def2-TZVPD" homo_ha=-0.2769 homo_lumo_gap_ha=0.3043 spin_multiplicity=1
C 2.67 1.02 -0.13 -1.011
C -0.06 0.36 -0.21 -0.538
C -1.90 -0.42 1.16 -0.412
C -2.44 0.55 0.16 -0.405
C -1.28 -0.38 -0.16 -0.286
N 1.89 -1.37 -0.85 -1.017
S 1.69 -0.14 0.43 0.963
H 2.68 1.23 -1.11 0.212
H 3.10 1.52 0.62 0.220
H 0.22 0.72 -1.21 0.221
H -0.23 1.38 0.29 0.210
H -1.42 -0.18 2.10 0.221
H -2.47 -1.38 1.18 0.216
H -3.51 0.35 -0.20 0.217
H -2.30 1.62 0.09 0.223
H -1.24 -1.16 -0.79 0.219
H 2.94 -1.37 -0.80 0.377
H 1.64 -2.35 -0.57 0.369

***

2) 18
Properties=species:S:1:pos:R:3:nbo_charge:R:1 method="wB97M-V/def2-TZVPD" homo_ha=-0.2984 homo_lumo_gap_ha=0.3301 spin_multiplicity=1
C -1.04 -0.79 -0.17 -0.448
C -0.52 0.64 -0.13 -0.043
C 0.29 -0.46 0.50 -0.033
C 1.63 -0.74 -0.14 -0.607
C 0.20 -0.42 2.10 -0.594
N -0.05 1.38 -1.77 -0.778
S -1.50 1.99 -2.46 0.136
H -1.87 -1.00 0.33 0.211
H -0.86 -1.38 -1.14 0.221
H -1.02 1.28 0.54 0.193
H 2.30 0.08 -0.26 0.211
H 1.33 -0.99 -1.16 0.226
H 2.13 -1.43 0.38 0.206
H 1.13 0.01 2.30 0.205
H 0.11 -1.35 2.65 0.214
H -0.58 0.26 2.22 0.199
H 0.51 2.13 -1.38 0.365
H -2.18 0.78 -2.42 0.118

***

It is 2) that is the most stable of them.

***

1) 13
Properties=species:S:1:pos:R:3:nbo_charge:R:1 method="wB97M-V/def2-TZVPD" homo_ha=-0.2682 homo_lumo_gap_ha=0.2674 spin_multiplicity=1
C 0.03 1.67 -0.18 -0.189
C 1.37 1.36 0.06 0.235
C 1.71 0.09 0.43 -0.338
C -0.39 -0.62 -0.26 0.282
C -1.20 -1.79 0.12 -0.719
N -0.82 0.62 -0.26 -0.493
F 2.23 2.40 0.12 -0.321
I 3.41 -0.96 -0.03 0.222
H -0.33 2.67 -0.33 0.218
H -0.88 -2.67 -0.44 0.238
H -1.05 -2.00 1.18 0.250
H -2.26 -1.60 -0.05 0.212
H -1.82 0.83 -0.34 0.404

***

2) 13
Properties=species:S:1:pos:R:3:nbo_charge:R:1 method="wB97M-V/def2-TZVPD" homo_ha="-0.2880 / -0.2880" homo_lumo_gap_ha="0.2718 / 0.2717" spin_multiplicity=1
C 0.14 -1.88 0.67 -0.196
C 0.28 -2.29 -0.62 0.436
C 0.06 0.17 -1.34 -0.282
C 0.07 0.52 -0.08 -0.002
C -0.26 1.94 0.34 -0.654
N -0.01 -0.49 0.91 -0.575
F 0.75 -3.27 -1.32 -0.293
I 0.16 1.01 -3.23 0.253
H 0.24 -2.40 1.58 0.223
H -0.95 2.15 -0.50 0.236
H -0.90 1.99 1.27 0.219
H 0.48 2.75 0.44 0.238
H -0.07 -0.18 1.86 0.398

***

It is 1) that is the most stable of them.